--- i ---
DFT (wB97M-V/def2-TZVPD) results for a 3-piece molecular cluster, C2H9NO overall.

Summary:
LUMO level (eV): 1.189
HOMO-LUMO gap (hartree): 0.4092
Total charge: 0

Last column: Löwdin charge in e.
Positions of all 13 atoms, in Å:
O: 0.56 0.71 0.87  -0.13
N: -2.17 -0.28 -0.05  0.03
C: 1.11 -0.55 0.44  -0.15
C: 0.86 0.51 -0.53  -0.18
H: 0.81 -1.02 -3.29  0.01
H: 2.13 -0.57 0.81  0.11
H: -1.70 -1.00 0.44  -0.01
H: 0.45 -1.38 0.60  0.10
H: 0.05 0.48 -1.25  0.08
H: -3.13 -0.17 0.25  0.01
H: 1.61 1.25 -0.78  0.11
H: 0.39 -1.64 -3.24  0.02
H: -1.72 0.57 0.27  0.00

--- ii ---
DFT (wB97M-V/def2-TZVPD) results for a 2-piece molecular cluster, C2H9NO overall.

Summary:
LUMO level (eV): 0.829
HOMO-LUMO gap (hartree): 0.3953
Total charge: 0

Last column: Löwdin charge in e.
Positions of all 13 atoms, in Å:
O: -2.36 -3.01 1.46  -0.12
N: -0.30 -4.04 1.08  -0.03
C: 1.94 5.21 -1.75  -0.04
C: -1.06 -2.70 1.06  -0.35
H: -3.03 -2.21 1.39  0.15
H: 2.52 5.25 -2.61  -0.01
H: -0.79 -4.76 1.64  0.06
H: -1.02 -2.27 0.03  0.11
H: -0.56 -4.53 0.19  0.05
H: 1.06 4.47 -1.95  0.06
H: 1.60 6.09 -1.35  -0.02
H: 2.40 4.58 -1.03  0.00
H: -0.39 -2.10 1.82  0.13

Here are the energies relative to the best structure, in hartree: i 0.0392; ii 0.0000.